The following is a quantum chemistry calculation of C34H40IN6O3PbSSe2 as an isolated structure, from OMol25.

Element x y z (Å)
Pb 2.468043 -1.004288 0.454315
O -0.018003 -2.269091 -2.412350
C 0.367062 -1.279658 -1.818659
N 0.314612 -1.112037 -0.445666
C -0.723472 -1.675301 0.258197
O -1.833565 -1.888671 -0.203846
C -0.484032 -1.887362 1.732159
C -1.503810 -2.376532 2.527085
C -1.270386 -2.523296 3.888976
C -0.030693 -2.180394 4.398202
C 0.941045 -1.711531 3.525180
N 0.717174 -1.563421 2.222231
C 1.031415 -0.148055 -2.562478
C 1.228863 -0.251087 -3.929611
C 1.868668 0.795509 -4.580985
C 2.279796 1.891993 -3.840622
C 2.031055 1.906561 -2.474686
N 1.411030 0.912889 -1.835622
H -2.449076 -2.638678 2.073863
H -2.044951 -2.907119 4.539478
H 0.195161 -2.281985 5.450384
H 1.929550 -1.450760 3.885104
H 0.893305 -1.136360 -4.451809
H 2.047502 0.752104 -5.647341
H 2.792204 2.722943 -4.305331
H 2.349641 2.746019 -1.867345
C -4.977770 5.624307 0.426271
Se -3.809788 4.190039 0.999757
C -4.332597 4.066263 2.897084
C -3.161605 4.407429 3.793250
Se -1.742018 3.079214 3.601200
C -0.286669 4.178047 4.275143
H -5.968764 5.504188 0.852522
H -5.006826 5.618029 -0.660401
H -4.516578 6.542280 0.784913
H -4.679215 3.041070 3.025943
H -5.176165 4.744003 3.025861
H -3.509832 4.419282 4.825706
H -2.750387 5.391005 3.564485
H -0.496331 4.459943 5.302727
H -0.151479 5.055649 3.649740
H 0.609806 3.564212 4.248588
S 3.951519 -2.732498 -4.081605
C 3.267076 -2.725521 -2.519327
N 3.540739 -1.701249 -1.767430
C 4.384172 -0.813804 -2.437308
C 4.918992 0.368430 -1.918281
C 5.741915 1.127143 -2.721042
C 6.043201 0.728296 -4.031827
C 5.537875 -0.443480 -4.552855
C 4.706728 -1.211993 -3.737633
H 2.629993 -3.536427 -2.198689
H 4.715871 0.674101 -0.898970
H 6.180427 2.036094 -2.331782
H 6.701133 1.338646 -4.635167
H 5.792547 -0.763747 -5.554049
N 0.692348 -4.561586 -0.666329
C 1.682870 -4.420481 0.206917
O 2.261420 -3.330954 0.400335
C 2.111729 -5.629630 0.977348
I 1.117424 -5.601828 2.863596
H 0.334333 -3.779471 -1.214067
H 0.246911 -5.458034 -0.781912
H 3.176757 -5.585097 1.176304
H 1.847551 -6.561747 0.488204
C -1.514800 2.871923 -1.536660
N -1.670299 1.458500 -1.101168
C -2.196172 0.621087 -2.224381
C -2.459532 1.331852 0.190250
C -3.954492 1.470538 0.037472
C -4.665841 0.326014 -0.325616
C -6.042234 0.346589 -0.487652
C -6.748366 1.518542 -0.268449
C -6.075772 2.660444 0.139058
C -4.695735 2.633353 0.290053
H -0.867887 2.898066 -2.410307
H -1.073323 3.450779 -0.728619
H -2.495988 3.262084 -1.801139
H -0.728496 1.102073 -0.883024
H -3.174829 0.996848 -2.510066
H -2.257843 -0.414274 -1.895774
H -1.507538 0.718348 -3.060277
H -2.021266 2.050698 0.883138
H -2.252823 0.330655 0.559772
H -4.122727 -0.601033 -0.470830
H -6.563714 -0.556269 -0.774961
H -7.822489 1.545145 -0.391011
H -6.644902 3.556883 0.339748

Atoms 1-3, force components in eV/Å:
Pb 0.0 -0.1 0.1
O 0.0 0.0 0.0
C -0.1 0.0 0.0

## Properties
- 2S+1 = 1
- E_tot (Ha) = -7564.70155
- charge = +3
- molar mass (g/mol) = 1104.82
- relative energy (zero: lowest compared OMol25 entry of this formula, charge and spin) (kJ/mol) = 24.6
- lowest unoccupied orbital energy (eV) = -7.27
- HOMO-LUMO gap (eV) = 8.03